No. 1
Density functional theory data (ωB97M-V with the def2-TZVPD basis set) for C21H17ClIrN5O4Se as an isolated structure.

Geometry as XYZ:
```
50
Properties=species:S:1:pos:R:3:forces:R:3
Ir -0.12695 0.79066 0.45176 0.5 1.1 0.0
O -2.30196 -3.99901 2.69266 0.0 0.0 0.0
C -1.65608 -3.29346 3.60099 -0.2 0.1 0.1
O -1.58296 -3.59768 4.74971 0.1 0.0 0.0
C -1.00927 -1.99684 3.14595 0.1 0.1 0.2
C -0.34391 -1.06863 4.02486 -0.2 -0.2 -0.1
Cl -0.22892 -1.21168 5.66887 0.0 0.0 0.0
N 0.13961 -0.03280 3.29964 0.1 0.0 -0.1
N -0.20557 -0.25514 2.00501 -0.4 -1.0 0.4
C -0.89844 -1.42674 1.91665 0.1 0.1 -0.3
C -1.30152 -1.75407 0.50245 0.3 0.2 -0.1
O -1.88253 -2.73966 0.17288 0.0 -0.1 0.1
O -0.88014 -0.82285 -0.38993 -0.6 -0.2 0.2
C 0.83770 1.19057 3.61231 0.0 0.0 0.1
C 1.30786 1.46683 4.88657 0.1 0.2 0.0
C 1.95545 2.67483 5.13489 0.0 -0.1 0.1
C 2.15004 3.61086 4.13903 0.0 0.0 0.0
C 1.69772 3.34229 2.85114 0.0 0.0 -0.1
C 1.05958 2.14665 2.61256 -0.3 -0.4 0.1
H -2.29042 -3.64477 1.78553 0.0 0.0 0.0
H 1.19807 0.78034 5.70614 0.0 -0.1 -0.1
H 2.30980 2.86789 6.13838 0.0 0.0 0.0
H 2.65670 4.54253 4.34984 0.0 0.0 0.0
H 1.84914 4.05195 2.04966 0.0 0.0 0.0
H 0.78451 1.99015 1.53282 0.1 0.4 -0.1
C 2.52337 -2.93310 -0.84749 0.0 0.0 0.0
N 1.82021 -2.21948 -1.91535 0.0 -0.1 -0.1
C 1.46173 -0.93291 -1.95205 -0.1 0.0 0.1
Se 1.86529 0.36868 -0.64466 0.6 -0.1 -0.2
N 0.84209 -0.67996 -3.11459 0.0 -0.1 -0.1
C 0.79754 -1.83578 -3.87042 0.0 0.1 0.0
C 0.29237 -2.09904 -5.14436 0.0 0.0 0.0
C 0.43616 -3.39244 -5.58312 0.0 0.0 0.0
C 1.05956 -4.39427 -4.79831 0.0 0.0 0.0
C 1.56325 -4.13608 -3.54705 0.0 0.0 0.0
C 1.41832 -2.82154 -3.09786 0.1 0.0 0.1
H 2.74547 -2.24887 -0.03300 0.0 0.0 0.0
H 3.45584 -3.33187 -1.24174 0.0 0.0 0.0
H 1.89409 -3.74661 -0.49149 0.0 0.0 0.0
H 0.53437 0.23238 -3.41619 0.0 0.0 0.0
H -0.17772 -1.33608 -5.74874 0.0 0.0 0.0
H 0.06516 -3.66266 -6.56244 0.0 0.0 0.0
H 1.14200 -5.39234 -5.20653 0.0 0.0 0.0
H 2.04436 -4.90165 -2.95488 0.0 0.0 0.0
C -1.88242 4.17074 -2.16160 0.0 0.0 0.0
C -1.24103 3.11078 -1.41260 0.0 0.1 0.0
N -0.72081 2.28047 -0.81478 -0.3 -0.3 -0.4
H -2.01481 5.03768 -1.51220 0.0 0.0 0.0
H -2.85405 3.82141 -2.51427 0.0 0.0 0.0
H -1.25163 4.44150 -3.00984 0.0 0.0 0.0
```
Forces are in eV/Å.

Results
- HOMO energy (alpha / beta): -17.640 / -17.631 eV
- Maximum force: 1.2 eV/A
- E_LUMO (alpha / beta): -12.014 / -12.989 eV
- Energy above the lowest of the compared OMol25 structures with the same formula, charge and spin: 20.1 kcal/mol
- Spin multiplicity: 2
- Calculated total energy: -4350.089694 a.u.
- Charge: +3

Results of the Mulliken charge analysis, in e, for atoms 1 through 4: atom 1 (Ir): 1.61, atom 2 (O): -0.46, atom 3 (C): 0.47, atom 4 (O): -0.47

No. 2
Density functional theory data (ωB97M-V with the def2-TZVPD basis set) for C21H17ClN4O2S2 in the gas phase.

Geometry as XYZ:
```
47
Properties=species:S:1:pos:R:3:forces:R:3
O 1.93070 -4.81762 1.35524 -0.5 -0.8 1.2
Cl -2.71007 -6.26170 0.52498 0.2 0.0 0.3
N -0.90373 0.56859 -0.80980 0.4 1.6 0.2
N -1.45697 -4.72625 2.30403 0.2 -1.0 0.5
N -0.85290 -2.47975 1.93456 0.4 0.4 0.0
O 2.12540 -5.98997 3.27994 -0.5 0.8 -0.6
S 0.81224 0.02897 1.11491 -1.6 0.7 -1.3
S 0.09316 -3.54940 4.13370 0.4 0.2 0.5
C 1.85845 -4.85334 2.57929 1.5 0.6 -2.2
C -0.60201 -0.31403 0.09048 0.4 1.0 -0.9
C 0.87605 1.58826 0.27758 -1.5 -0.9 -0.9
C -0.12217 1.69371 -0.69506 2.0 -0.6 1.9
C -0.86680 -3.59037 2.65720 -0.4 0.0 -1.0
C -2.02451 -4.79020 1.11349 -0.1 1.7 0.3
C -1.45584 -2.51775 0.75434 0.1 0.7 -0.2
C -2.11273 -3.65096 0.32643 -0.1 -1.5 -0.9
C -1.57109 5.96569 -5.35022 0.2 -0.3 0.7
C 0.47878 4.02478 -1.37373 0.5 1.9 -1.2
C -2.39198 4.82302 -5.47512 -0.4 -1.6 0.5
C -0.27406 2.86121 -1.55247 -1.6 -0.1 -1.2
C -0.67200 6.03908 -4.29873 -0.5 0.3 -0.7
C 0.38657 5.08580 -2.28441 -0.4 -1.6 1.1
C -2.24233 3.74573 -4.57703 -0.6 1.9 -1.5
C -1.20525 2.83343 -2.59905 0.9 -1.2 1.4
C -0.56308 5.01046 -3.33704 0.9 1.0 -0.6
C -1.34150 3.86063 -3.51608 0.1 0.1 0.4
N -1.39909 -1.39652 -0.06592 -0.3 -2.8 1.9
C 2.75411 -1.84568 4.80474 0.8 0.1 1.0
C 1.71352 -3.49929 3.26823 0.6 -1.0 0.4
C 2.89886 -3.22680 4.22570 -0.8 -0.5 0.6
H 2.27212 -6.67521 2.59138 -0.1 0.4 0.4
H 1.60079 2.32238 0.53312 0.4 0.2 0.2
H -2.48360 -3.77189 -0.67746 -0.2 0.3 -0.1
H -1.65995 6.77394 -6.06580 0.1 0.0 0.1
H 1.18490 4.16361 -0.57188 0.1 -0.3 0.2
H -3.15767 4.74683 -6.27112 0.7 0.1 0.5
H -0.03546 6.90987 -4.20751 0.0 0.0 0.0
H 1.06490 5.92357 -2.16283 -0.3 0.1 -0.1
H -2.83953 2.84519 -4.64486 -0.1 0.1 -0.2
H -1.81300 1.95001 -2.73606 0.0 -0.1 0.1
H -2.09872 -1.31899 -0.78599 0.2 0.2 -0.1
H 1.99247 -1.82495 5.57982 -0.2 0.1 0.0
H 3.70908 -1.61524 5.29357 -0.2 0.3 0.0
H 2.54274 -1.07615 4.07492 -0.1 0.1 -0.3
H 1.75492 -2.72525 2.46327 -0.4 -0.7 0.6
H 2.94750 -3.96425 5.06438 -0.2 0.4 -0.7
H 3.85878 -3.28319 3.71288 -0.2 -0.2 -0.4
```
Forces are in eV/Å.

Results
- HOMO energy: -7.767 eV
- Maximum force: 3.4 eV/A
- E_LUMO: 0.157 eV
- Spin multiplicity: 1
- Calculated total energy: -2436.550529 a.u.
- SMILES string: CC[C@H](Sc1nc(Cl)cc(Nc2nc(-c3ccc4ccccc4c3)cs2)n1)C(=O)O

Results of the Mulliken charge analysis, in e, for atoms 1 through 4: atom 1 (O): -0.58, atom 2 (Cl): -0.17, atom 3 (N): -0.45, atom 4 (N): -0.52

No. 3
Density functional theory data (ωB97M-V with the def2-TZVPD basis set) for C21H17F2NO3S in the gas phase.

Geometry as XYZ:
```
45
Properties=species:S:1:pos:R:3:forces:R:3
O -0.09359 -0.50907 2.43528 0.1 -0.2 0.1
C -0.10333 0.61181 1.98162 0.2 0.4 -0.1
N -1.02713 1.12904 1.13286 0.0 0.5 -0.1
C -2.13748 0.51465 0.55640 -0.3 -0.3 -0.1
C -2.89654 1.26190 -0.34448 0.1 0.0 0.0
C -4.01023 0.71153 -0.94440 0.2 0.0 0.1
C -4.37510 -0.58848 -0.63169 -0.6 -0.3 -0.3
C -3.62601 -1.34363 0.25494 0.0 0.2 -0.1
C -2.50548 -0.79647 0.84943 0.2 -0.1 0.1
H -1.91815 -1.37490 1.54253 0.0 0.0 0.0
H -3.92393 -2.35491 0.48264 0.0 -0.1 0.0
S -5.84299 -1.29768 -1.37232 -0.1 0.3 0.3
C -7.08290 -0.44387 -0.34594 0.0 -0.6 -0.5
F -7.03356 0.89278 -0.50714 0.0 0.5 -0.1
F -6.88318 -0.67429 0.96434 0.0 -0.1 0.4
H -8.08112 -0.80264 -0.62952 0.2 0.1 0.0
H -4.59828 1.28867 -1.64083 0.0 0.0 0.0
H -2.60932 2.27761 -0.57585 0.1 0.1 0.0
H -0.87086 2.09124 0.85273 0.1 -0.2 0.1
C 0.97251 1.64268 2.35366 0.1 -0.3 0.3
O 1.15696 2.65540 1.39370 0.0 0.2 -0.2
C 1.75845 2.31867 0.20544 0.2 0.1 -0.3
C 2.04732 1.01641 -0.17181 -0.1 -0.2 0.2
C 2.64793 0.77617 -1.40512 -0.1 0.6 0.0
C 2.93373 1.83209 -2.26360 0.1 -0.4 0.0
C 2.62999 3.12458 -1.87811 -0.1 0.0 0.1
C 2.05186 3.37818 -0.64990 -0.1 0.0 0.2
H 1.81807 4.38145 -0.33289 0.0 0.1 0.0
H 2.85343 3.94584 -2.54144 0.0 0.1 -0.1
H 3.38538 1.62114 -3.21909 0.1 0.0 -0.1
O 2.90689 -0.48392 -1.85640 0.0 -0.1 -0.2
C 3.14967 -1.50126 -0.96168 0.1 -0.4 0.3
C 3.95465 -1.33010 0.15919 0.0 0.2 -0.2
C 4.21133 -2.40668 0.98792 0.0 0.0 0.0
C 3.67968 -3.65300 0.70358 0.0 -0.1 0.1
C 2.89266 -3.82393 -0.42273 0.0 0.0 0.1
C 2.62425 -2.75377 -1.25571 0.0 0.4 -0.1
H 2.01245 -2.86905 -2.13683 -0.1 0.0 -0.1
H 2.48006 -4.79465 -0.65300 0.0 -0.1 0.0
H 3.88191 -4.48851 1.35608 0.0 -0.1 0.1
H 4.83504 -2.26929 1.85871 0.0 0.0 0.1
H 4.38027 -0.35938 0.37047 0.0 0.0 0.0
H 1.80372 0.17654 0.46055 0.0 0.0 0.1
H 1.90573 1.11231 2.57606 -0.2 0.0 -0.1
H 0.64523 2.15876 3.26234 0.1 -0.1 -0.1
```
Forces are in eV/Å.

Results
- HOMO energy: -8.520 eV
- Maximum force: 0.8 eV/A
- E_LUMO: 0.634 eV
- Spin multiplicity: 1
- Calculated total energy: -1688.848882 a.u.
- SMILES string: O=C(COc1cccc(Oc2ccccc2)c1)Nc1ccc(SC(F)F)cc1

Results of the Mulliken charge analysis, in e, for atoms 1 through 4: atom 1 (O): -0.65, atom 2 (C): 0.52, atom 3 (N): 0.00, atom 4 (C): 0.75

No. 4
Density functional theory data (ωB97M-V with the def2-TZVPD basis set) for C21H17N6O8Rb as an isolated structure.

Geometry as XYZ:
```
53
Properties=species:S:1:pos:R:3:forces:R:3
Rb 0.59821 -0.35237 -0.46115 0.2 0.1 0.2
O 0.18888 -1.34314 -3.09009 0.0 0.0 -0.1
C -0.80239 -0.58427 -2.98684 -0.1 0.0 -0.1
O -0.79870 0.64601 -2.76052 0.0 0.0 0.0
C -2.17530 -1.24140 -3.02204 0.0 0.0 0.0
C -2.88425 -1.38597 -4.16564 0.0 0.0 0.0
C -4.17722 -1.97477 -4.14158 0.0 0.0 0.0
C -4.72976 -2.39549 -2.95547 -0.1 0.0 0.0
C -4.03132 -2.23408 -1.77015 0.1 0.0 0.0
C -2.69236 -1.66921 -1.72013 -0.1 0.0 0.0
O -2.00249 -1.56062 -0.69067 -0.1 0.0 -0.1
N -4.70844 -2.66950 -0.57225 0.0 0.0 0.0
O -5.66013 -3.44563 -0.68493 0.0 0.0 0.0
O -4.34018 -2.24536 0.51124 0.0 0.0 0.0
N -4.92950 -2.11832 -5.35022 0.0 0.0 0.0
O -4.42448 -1.73750 -6.40352 0.0 0.0 0.0
O -6.05194 -2.62114 -5.30763 0.0 0.0 0.0
H -2.47790 -1.05220 -5.11038 0.0 0.0 0.0
H -5.71362 -2.83666 -2.93756 0.0 0.0 0.0
C 1.42431 3.11088 4.75252 0.1 0.0 0.0
C 0.57180 3.07300 3.64949 0.0 0.0 0.0
C 0.99807 2.55135 2.44349 0.0 0.0 0.0
C 2.31035 2.06326 2.27821 0.0 0.0 0.0
C 3.17334 2.12542 3.39583 0.0 0.0 0.0
C 2.72560 2.62931 4.60388 0.0 0.0 0.0
N 2.63640 1.54471 1.04943 0.0 0.1 0.0
N 3.93495 1.43542 0.85282 0.0 -0.1 0.1
C 4.27759 0.86127 -0.33903 0.0 0.0 0.0
C 5.65250 0.85976 -0.67982 0.0 0.0 0.0
C 6.05395 0.31844 -1.87509 0.0 0.0 0.0
C 5.09915 -0.22731 -2.74014 0.0 0.0 0.0
C 3.77642 -0.19841 -2.32668 0.0 0.0 0.0
N 3.36611 0.31556 -1.17072 0.0 0.0 0.0
H 1.08744 3.51169 5.70082 0.0 0.0 0.0
H -0.44100 3.45524 3.73681 0.0 0.0 0.0
H 0.33354 2.51852 1.58791 0.0 0.0 0.0
H 4.18087 1.75192 3.28032 0.0 0.0 0.0
H 3.40221 2.64975 5.45241 0.0 0.0 0.0
H 6.35334 1.30031 0.01740 0.0 0.0 0.0
H 7.10439 0.31831 -2.14788 0.0 0.0 0.0
H 5.37099 -0.65891 -3.69404 0.0 0.0 0.0
H 2.98980 -0.61000 -2.95620 0.0 0.0 0.0
N -0.34348 -0.10482 4.00403 0.0 0.1 0.0
C -0.58113 -0.78480 2.83621 -0.1 0.0 0.0
O 0.30184 -1.40087 2.27217 0.1 -0.1 0.0
C -2.00616 -0.71205 2.29921 0.0 0.1 0.0
C -2.21251 0.57993 1.58562 0.0 0.0 0.0
H 0.62707 0.14494 4.14420 0.0 0.0 0.0
H -0.98013 0.64339 4.22607 0.0 0.0 0.0
H -2.69824 -0.81006 3.14601 0.0 0.0 0.0
H -2.16573 -1.53456 1.60586 0.0 0.0 0.0
H -2.12949 1.52392 2.11007 0.0 0.0 0.0
H -2.38125 0.57708 0.51836 0.0 0.0 0.0
```
Forces are in eV/Å.

Results
- HOMO energy (alpha / beta): -2.558 / -1.042 eV
- Maximum force: 0.3 eV/A
- E_LUMO (alpha / beta): 3.978 / 3.969 eV
- Energy above the lowest of the compared OMol25 structures with the same formula, charge and spin: 2.8 kcal/mol
- Spin multiplicity: 1
- Calculated total energy: -1764.899700 a.u.
- Charge: -2

Results of the Mulliken charge analysis, in e, for atoms 1 through 4: atom 1 (Rb): 0.72, atom 2 (O): -0.71, atom 3 (C): -0.43, atom 4 (O): -0.74